Here is 11 unconnected molecules or ions with the total composition C46H81Br2N3O14P at a distorted geometry from the OMol25 dataset. Energies are from ωB97M-V/def2-TZVPD.

Output
orbital gap = 5.698 eV
charge = +1
max |F| = 1.048 eV/Å

Element x y z (Å)
C  8.066  2.326  3.016
C  6.829  1.933  2.216
O  6.301  0.699  2.686
C  5.495  0.096  1.698
C  4.335  -0.698  2.321
O  3.896  -0.244  3.575
C  3.505  1.100  3.640
C  2.282  1.463  2.818
O  1.108  1.309  3.620
C  -0.027  1.849  3.090
N  -0.970  0.728  2.661
N  -0.730  -0.422  3.244
C  -1.538  -1.402  2.964
C  -2.613  -1.296  2.059
Br  -3.664  -2.825  1.909
C  -2.829  -0.076  1.403
P  -4.281  0.227  0.233
O  -4.574  -1.180  -0.488
Br  -3.378  1.283  -1.508
C  -1.951  0.968  1.783
C  -2.129  2.350  1.294
C  -3.192  3.097  1.775
C  -3.351  4.398  1.319
N  -2.557  4.993  0.439
C  -1.542  4.253  -0.011
C  -1.289  2.948  0.367
H  8.070  3.405  3.144
H  8.137  1.814  3.968
H  8.942  2.105  2.420
H  6.077  2.726  2.290
H  7.109  1.860  1.165
H  5.121  0.809  0.960
H  6.102  -0.623  1.140
H  3.531  -0.761  1.581
H  4.658  -1.722  2.481
H  3.229  1.278  4.677
H  4.313  1.792  3.410
H  2.210  0.872  1.903
H  2.397  2.501  2.496
H  0.197  2.459  2.225
H  -0.550  2.407  3.862
H  -1.372  -2.342  3.465
H  -3.795  -1.583  -0.897
H  -3.891  2.683  2.486
H  -4.171  4.984  1.705
H  -0.889  4.719  -0.733
H  -0.452  2.419  -0.061
C  -3.281  0.462  -4.777
C  -2.397  0.495  -6.004
O  -1.254  0.884  -5.930
C  -3.013  0.013  -7.286
H  -2.714  0.826  -3.926
H  -4.158  1.094  -4.925
H  -3.609  -0.561  -4.580
H  -3.882  0.623  -7.539
H  -3.338  -1.025  -7.165
H  -2.281  0.080  -8.088
C  10.246  -0.022  -1.186
C  10.125  1.434  -0.815
O  10.143  1.795  0.341
C  9.986  2.416  -1.948
H  10.346  -0.620  -0.283
H  9.360  -0.345  -1.735
H  11.128  -0.168  -1.812
H  9.089  2.197  -2.529
H  10.860  2.351  -2.598
H  9.915  3.425  -1.547
C  -6.193  -3.527  -8.841
C  -5.846  -2.939  -7.496
O  -4.709  -2.612  -7.229
C  -6.974  -2.771  -6.519
H  -5.298  -3.593  -9.454
H  -6.614  -4.526  -8.714
H  -6.928  -2.897  -9.343
H  -7.422  -3.742  -6.297
H  -7.726  -2.106  -6.942
H  -6.596  -2.333  -5.598
C  -7.966  1.446  -8.609
C  -8.682  0.914  -7.396
O  -8.341  -0.119  -6.859
C  -9.844  1.721  -6.882
H  -7.153  0.774  -8.877
H  -8.665  1.517  -9.444
H  -7.557  2.436  -8.399
H  -10.606  1.802  -7.659
H  -9.511  2.720  -6.597
H  -10.272  1.227  -6.012
C  -6.269  -6.660  1.430
C  -6.104  -6.868  2.918
O  -6.550  -7.838  3.476
C  -5.353  -5.795  3.674
H  -6.822  -7.494  1.006
H  -6.815  -5.735  1.239
H  -5.290  -6.601  0.949
H  -5.867  -4.835  3.573
H  -4.337  -5.707  3.283
H  -5.305  -6.059  4.728
C  13.544  1.594  1.169
C  14.130  1.509  -0.218
O  13.447  1.639  -1.209
C  15.615  1.256  -0.318
H  12.474  1.778  1.107
H  13.716  0.658  1.704
H  14.017  2.406  1.723
H  15.864  0.307  0.161
H  16.164  2.056  0.181
H  15.909  1.218  -1.363
C  -7.174  -0.505  5.979
C  -6.434  -1.008  4.767
O  -6.639  -2.098  4.290
C  -5.399  -0.086  4.154
H  -7.878  -1.262  6.313
H  -6.471  -0.290  6.785
H  -7.718  0.408  5.734
H  -4.616  0.137  4.882
H  -5.863  0.846  3.827
H  -4.975  -0.604  3.297
C  7.431  -1.115  6.946
C  8.468  -1.008  5.855
O  9.613  -0.699  6.092
C  7.995  -1.293  4.452
H  7.891  -0.884  7.905
H  6.618  -0.412  6.762
H  7.024  -2.126  6.980
H  7.206  -0.593  4.183
H  7.615  -2.315  4.386
H  8.826  -1.176  3.759
C  -12.276  -1.738  -10.073
C  -12.350  -0.249  -9.842
O  -11.356  0.440  -9.830
C  -13.723  0.340  -9.629
H  -11.238  -2.033  -10.212
H  -12.688  -2.270  -9.214
H  -12.848  -2.008  -10.961
H  -14.191  -0.113  -8.753
H  -14.350  0.150  -10.500
H  -13.639  1.413  -9.476
C  5.279  0.186  10.439
C  5.091  1.036  9.207
O  4.805  0.548  8.138
C  5.282  2.525  9.372
H  5.117  -0.859  10.187
H  6.292  0.309  10.827
H  4.569  0.484  11.212
H  6.294  2.735  9.719
H  4.572  2.914  10.102
H  5.122  3.020  8.417

Here is a molecular structure, C46H82CdF12O26 at a distorted geometry from the OMol25 dataset. Energies are from ωB97M-V/def2-TZVPD.

Output
orbital gap = 2.560 eV
energy above the lowest of the compared OMol25 structures with the same formula, charge and spin = 0.0 kJ/mol
max |F| = 4.742 eV/Å

Element x y z (Å)
Cd  -11.898  -0.784  15.116
C  -16.485  2.074  13.210
O  -16.023  1.840  11.871
O  -15.438  1.509  13.945
C  -16.955  3.550  13.570
F  -17.750  3.561  14.665
F  -15.983  4.447  13.766
F  -17.729  4.035  12.573
C  -16.874  1.870  10.719
C  -16.218  1.076  9.558
H  -16.608  1.359  8.581
H  -15.144  1.243  9.466
H  -16.264  -0.011  9.615
H  -16.967  2.925  10.461
H  -17.878  1.512  10.945
H  -17.330  1.393  13.311
C  -12.594  -4.491  12.280
O  -13.058  -4.709  13.662
O  -11.840  -3.299  12.523
C  -11.965  -5.772  11.578
F  -11.605  -5.506  10.357
F  -10.885  -6.239  12.184
F  -12.867  -6.762  11.537
C  -13.720  -5.954  13.983
C  -14.555  -5.568  15.214
H  -14.075  -4.966  15.986
H  -15.338  -4.906  14.843
H  -14.954  -6.533  15.526
H  -12.969  -6.716  14.188
H  -14.476  -6.369  13.317
H  -13.443  -4.339  11.613
C  -24.907  5.109  12.895
O  -24.288  3.876  12.416
C  -23.261  3.295  13.252
C  -22.832  1.888  12.826
O  -23.941  1.047  13.010
C  -23.800  -0.255  12.534
C  -23.069  -1.241  13.494
O  -21.680  -0.988  13.461
C  -20.967  -1.596  12.397
H  -25.482  4.897  13.797
H  -25.541  5.549  12.126
H  -24.161  5.888  13.054
H  -23.730  3.263  14.235
H  -22.445  4.009  13.358
H  -21.931  1.568  13.349
H  -22.555  1.901  11.772
H  -23.317  -0.316  11.559
H  -24.749  -0.723  12.272
H  -23.304  -2.304  13.430
H  -23.455  -1.033  14.492
H  -21.270  -1.278  11.400
H  -21.221  -2.656  12.394
H  -19.885  -1.494  12.479
C  -19.911  10.960  16.886
O  -19.354  11.055  18.180
C  -19.608  12.308  18.820
C  -18.920  12.415  20.193
O  -17.532  12.298  20.144
C  -17.077  10.968  20.383
C  -15.613  10.908  20.111
O  -15.154  11.339  18.799
C  -15.566  10.528  17.698
H  -19.560  11.717  16.185
H  -21.000  11.012  16.869
H  -19.590  9.971  16.560
H  -20.691  12.289  18.937
H  -19.324  13.116  18.145
H  -19.361  11.730  20.917
H  -19.127  13.403  20.604
H  -17.470  10.252  19.661
H  -17.254  10.572  21.382
H  -15.255  9.904  20.340
H  -15.239  11.538  20.917
H  -16.548  10.069  17.809
H  -14.757  9.824  17.504
H  -15.556  11.191  16.833
C  -13.492  8.517  9.079
O  -12.799  7.439  8.427
C  -12.701  6.389  9.359
C  -12.039  5.160  8.597
O  -10.721  5.543  8.239
C  -9.914  4.463  7.618
C  -10.189  4.067  6.124
O  -11.412  3.400  5.898
C  -11.294  1.981  6.190
H  -14.476  8.239  9.455
H  -13.594  9.367  8.404
H  -12.909  8.876  9.927
H  -13.681  6.038  9.680
H  -12.194  6.624  10.295
H  -12.651  4.799  7.771
H  -11.973  4.277  9.234
H  -9.815  3.591  8.264
H  -8.897  4.844  7.529
H  -9.419  3.460  5.647
H  -10.244  4.950  5.487
H  -12.109  1.386  5.777
H  -11.203  1.790  7.259
H  -10.485  1.468  5.669
C  -22.645  6.306  20.093
C  -23.931  5.589  20.108
O  -24.948  6.587  19.882
C  -26.247  6.331  20.034
O  -26.697  5.203  20.229
C  -27.131  7.591  19.921
F  -26.566  8.603  20.532
F  -27.122  7.845  18.677
F  -28.383  7.418  20.439
H  -22.284  6.582  19.102
H  -21.911  5.644  20.551
H  -22.621  7.244  20.647
H  -24.145  5.051  21.032
H  -24.020  4.956  19.225
C  -15.354  7.419  4.032
C  -16.513  8.321  4.492
O  -17.520  7.572  5.141
C  -18.425  8.163  5.966
O  -18.498  9.380  6.280
C  -19.338  7.148  6.588
F  -19.177  5.898  6.158
F  -19.055  7.149  7.898
F  -20.588  7.523  6.288
H  -14.767  7.133  4.904
H  -14.734  8.105  3.455
H  -15.578  6.526  3.449
H  -17.011  8.734  3.615
H  -16.186  9.138  5.135
C  -17.906  1.498  2.001
C  -19.285  0.851  2.013
C  -19.196  -0.636  2.164
O  -19.996  -0.913  3.275
C  -20.395  0.226  3.937
O  -20.959  0.251  5.008
O  -19.867  1.259  3.256
H  -17.216  1.031  1.298
H  -17.440  1.356  2.976
H  -17.914  2.579  1.866
H  -19.843  1.221  1.153
H  -18.177  -0.948  2.393
H  -19.673  -1.187  1.354
C  -15.435  -6.730  5.662
C  -15.067  -8.227  5.496
C  -16.240  -9.106  5.314
O  -15.811  -9.998  4.319
C  -14.763  -9.470  3.668
O  -14.293  -9.959  2.630
O  -14.418  -8.303  4.282
H  -16.015  -6.512  6.558
H  -15.954  -6.434  4.750
H  -14.511  -6.171  5.811
H  -14.388  -8.668  6.226
H  -17.056  -8.490  4.936
H  -16.452  -9.697  6.205
C  -14.844  3.921  20.776
C  -15.576  2.635  20.969
C  -14.643  1.493  21.234
O  -15.102  0.946  22.448
C  -16.138  1.648  22.893
O  -16.722  1.433  23.944
O  -16.324  2.770  22.159
H  -15.473  4.649  20.264
H  -13.976  3.821  20.125
H  -14.607  4.466  21.690
H  -16.286  2.412  20.174
H  -13.613  1.802  21.413
H  -14.610  0.772  20.418

Here is 12 unconnected molecules or ions with the total composition C46H83BCl23F4N3O7P at a distorted geometry from the OMol25 dataset. Energies are from ωB97M-V/def2-TZVPD.

Output
orbital gap = 8.480 eV
charge = +1
max |F| = 6.818 eV/Å

Element x y z (Å)
C  -4.050  1.220  3.824
C  -3.375  0.436  2.567
O  -2.475  -0.593  3.043
C  -2.312  -1.660  2.044
C  -0.833  -2.247  1.983
C  0.188  -1.609  0.886
C  -0.398  -0.115  0.620
N  0.120  -2.509  -0.327
C  -1.229  -3.017  -0.705
C  -1.587  -4.528  -0.413
C  -2.973  -5.147  -0.778
C  -4.105  -4.323  -1.486
C  -3.742  -2.842  -1.828
C  -2.357  -2.245  -1.431
C  0.947  -2.047  -1.524
O  0.330  -0.952  -2.191
C  0.915  -3.248  -2.629
C  -0.203  -3.234  -3.737
F  0.398  -3.230  -5.077
C  2.481  -1.756  -0.985
C  3.171  -0.939  -2.203
N  2.741  0.519  -2.377
C  3.316  -3.171  -0.892
C  4.313  -3.536  -2.055
O  5.501  -3.080  -1.972
O  4.115  -4.444  -3.144
N  2.559  -1.083  0.324
B  3.866  -0.409  0.628
C  3.943  1.228  0.637
O  5.152  -1.044  0.808
C  1.736  -1.496  1.476
C  1.642  -0.315  2.588
C  2.672  -0.237  3.791
O  2.371  -0.976  4.988
C  2.598  1.320  4.319
F  1.260  1.683  4.615
F  3.298  1.310  5.590
F  3.295  2.226  3.498
P  2.234  -3.220  2.225
O  1.381  -3.663  3.607
Cl  4.241  -3.105  3.003
H  -4.379  2.266  3.480
H  -5.010  0.656  4.096
H  -3.343  1.271  4.720
H  -4.248  0.065  1.931
H  -2.776  1.216  1.977
H  -2.786  -1.299  1.084
H  -2.986  -2.522  2.434
H  -0.481  -2.045  3.071
H  -0.834  -3.406  1.958
H  -0.708  0.447  1.551
H  -1.223  -0.082  -0.163
H  0.493  0.473  0.164
H  0.636  -3.381  -0.045
H  -0.851  -5.241  0.109
H  -3.228  -6.232  -0.530
H  -5.117  -4.802  -1.722
H  -4.488  -2.177  -2.374
H  -2.188  -1.149  -1.733
H  0.670  -0.771  -3.092
H  1.902  -3.262  -3.230
H  0.901  -4.257  -2.065
H  -0.984  -2.419  -3.744
H  -0.774  -4.240  -3.689
H  4.306  -0.882  -2.210
H  2.880  -1.409  -3.224
H  2.258  0.603  -3.291
H  3.575  1.126  -2.504
H  4.000  -3.205  0.045
H  2.614  -4.076  -0.698
H  4.280  -3.896  -3.955
H  4.657  1.623  1.434
H  2.916  1.722  0.624
H  4.431  1.492  -0.377
H  5.533  -1.264  -0.073
H  1.671  0.744  2.109
H  0.611  -0.272  3.121
H  3.777  -0.390  3.557
H  3.106  -1.569  5.268
H  1.066  -2.945  4.192
Cl  0.855  5.639  -1.494
C  2.465  5.575  -0.733
C  3.484  4.876  -1.609
Cl  3.155  3.131  -1.761
H  2.361  5.082  0.236
H  2.773  6.608  -0.558
H  4.479  4.973  -1.169
H  3.513  5.305  -2.612
Cl  9.227  -5.186  -0.473
C  7.930  -5.530  -1.645
C  8.470  -6.072  -2.954
Cl  9.379  -4.842  -3.867
H  7.358  -4.613  -1.796
H  7.273  -6.269  -1.181
H  7.643  -6.392  -3.591
H  9.127  -6.929  -2.793
Cl  0.939  0.469  -5.466
C  -0.362  0.011  -6.596
C  0.178  -0.578  -7.883
Cl  1.020  0.636  -8.877
H  -0.973  0.895  -6.785
H  -0.981  -0.728  -6.080
H  -0.646  -0.965  -8.487
H  0.872  -1.398  -7.689
Cl  -2.716  -1.976  -6.188
C  -4.255  -1.842  -7.078
C  -5.176  -0.807  -6.465
Cl  -5.790  -1.312  -4.871
H  -4.719  -2.830  -7.103
H  -4.006  -1.557  -8.102
H  -6.046  -0.659  -7.107
H  -4.674  0.155  -6.345
Cl  -4.790  3.264  -2.099
C  -4.157  3.328  -3.764
C  -3.735  1.962  -4.268
Cl  -2.291  1.352  -3.422
H  -3.329  4.038  -3.784
H  -4.959  3.723  -4.391
H  -3.480  2.022  -5.328
H  -4.533  1.226  -4.151
Cl  -5.550  8.717  -3.346
C  -4.967  7.373  -2.332
C  -3.536  6.994  -2.653
Cl  -3.383  6.243  -4.262
H  -5.646  6.529  -2.466
H  -5.039  7.706  -1.295
H  -3.175  6.262  -1.926
H  -2.873  7.861  -2.619
Cl  5.236  -2.094  8.153
C  4.860  -0.358  8.296
C  6.110  0.500  8.316
Cl  7.054  0.278  9.809
H  4.261  -0.214  9.197
H  4.245  -0.098  7.432
H  5.834  1.555  8.269
H  6.761  0.280  7.467
Cl  -5.209  -1.352  6.637
C  -3.857  -2.385  7.164
C  -2.996  -2.836  6.000
Cl  -3.850  -3.981  4.934
H  -4.273  -3.234  7.710
H  -3.260  -1.793  7.860
H  -2.110  -3.352  6.374
H  -2.666  -1.989  5.393
Cl  1.524  11.404  -0.510
C  2.068  10.051  0.513
C  3.505  9.661  0.229
Cl  3.693  8.914  -1.378
H  1.386  9.214  0.358
H  1.972  10.381  1.550
H  3.840  8.924  0.962
H  4.173  10.521  0.283
Cl  -2.190  0.728  7.978
C  -0.558  0.532  8.668
C  0.393  -0.149  7.703
Cl  -0.027  -1.861  7.440
H  -0.650  -0.023  9.602
H  -0.192  1.534  8.902
H  1.407  -0.131  8.107
H  0.405  0.349  6.732
Cl  -9.450  1.378  -4.544
C  -9.720  -0.174  -3.713
C  -9.124  -0.189  -2.319
Cl  -7.343  -0.171  -2.352
H  -9.305  -0.969  -4.335
H  -10.801  -0.318  -3.654
H  -9.423  -1.100  -1.798
H  -9.460  0.666  -1.729

Q: max |F| of number 1 (C46H81Br2N3O14P)?
A: 1.048 eV/Å